Entry 1:
The following is a DFT calculation (ωB97M-V/def2-TZVPD) of 2 unconnected molecules or ions with the total composition C4H11N2 in a non-equilibrium geometry.

Geometry as XYZ:
```
17
Properties=species:S:1:pos:R:3:lowdin_charge:R:1
N -0.33785 0.28366 -2.10524 0.1878
N 0.19601 0.26858 1.20373 -0.0904
C -1.17884 1.22981 -2.22777 0.1537
C 1.19351 0.63865 2.26599 -0.0675
C -0.49724 -1.74572 -0.04407 -0.0642
C 0.41962 -0.92327 0.54395 -0.2891
H -1.15309 1.90598 -3.11246 0.1377
H 1.53878 -1.14410 0.36579 0.1547
H -1.90670 1.34879 -1.46385 0.1089
H 1.22519 -0.10864 3.06230 0.0875
H -1.57109 -1.68237 0.24311 0.0807
H 0.85366 1.62385 2.61116 0.0884
H 0.40064 0.07782 -2.77002 0.1618
H -0.78911 0.35453 1.51597 0.1395
H 2.20099 0.73993 1.89745 0.0760
H -0.13754 -2.55670 -0.73916 0.0877
H -0.45695 -0.31079 -1.24689 0.0468
```

total charge	+1
max |F|	0.041	Eh/bohr
relative energy (zero: lowest compared OMol25 entry of this formula, charge and spin)	264.75	kJ/mol
HOMO level	-0.4590	Eh
molecular weight	87.146	g mol⁻¹



Entry 2:
The following is a DFT calculation (ωB97M-V/def2-TZVPD) of a molecular structure, C2H3F3NO in a non-equilibrium geometry.

Geometry as XYZ:
```
10
Properties=species:S:1:pos:R:3:lowdin_charge:R:1
F -0.49120 -1.19389 0.22304 -0.0449
F 1.43652 -1.74998 0.86144 0.0913
F -0.13176 -1.69648 2.23393 0.1030
O -0.38692 1.57492 1.51125 0.3277
N 0.18965 -2.10064 1.03865 -0.0837
C -0.18099 0.93523 -1.52795 0.3103
C -0.30225 1.33623 0.45471 0.1218
H -0.20269 -0.12118 -1.50444 0.0557
H 0.82816 1.27821 -1.50518 0.0682
H -0.75853 1.73758 -1.78545 0.0507
```

total charge	+1
max |F|	0.114	Eh/bohr
relative energy (zero: lowest compared OMol25 entry of this formula, charge and spin)	317.12	kJ/mol
HOMO level	-0.6039	Eh
molecular weight	114.046	g mol⁻¹



Asked for orbital gap across the records above, the calculation gives 7.51 10.10 eV in order.
Asked for DFT total energy across the records above, the calculation gives -268.2041 -507.0245 hartree in order.